(1)
66
Properties=species:S:1:pos:R:3:forces:R:3:lowdin_spin:R:1 method="wB97M-V/def2-TZVPD" e_lumo_ev="-6.940 / -6.174" homo_lumo_gap_ev="7.46 / 8.44" fmax_ha_per_bohr=0.026 homo_energy_ha="-0.5292 / -0.5371" spin_multiplicity=4 e_tot_ev=-135882.26242 total_charge=+2
Br 2.907 0.865 -1.853 -0.10 0.34 0.03 0.015
Cr 0.984 -0.646 -0.479 0.02 -1.05 -0.45 3.074
O -0.876 -0.663 -0.084 0.54 0.23 0.10 0.036
N -3.004 -0.644 -0.813 0.50 -0.02 0.37 0.006
N 0.824 -2.455 -1.626 0.13 0.07 -0.01 -0.012
N -0.289 2.823 -0.468 -0.10 0.03 -0.26 0.001
N -4.292 3.011 1.956 -0.46 -0.19 0.32 0.000
N -2.489 -1.107 1.439 0.37 0.06 -0.58 0.007
N 1.535 1.021 0.466 0.74 1.00 0.56 -0.008
C 5.231 -2.218 0.438 -0.03 -0.06 -0.09 0.023
C -0.032 4.041 -0.932 -0.12 0.23 -0.04 0.000
C 3.047 -2.465 -0.533 -0.16 -0.07 -0.05 -0.003
C 3.352 -1.078 1.398 0.06 0.21 0.33 -0.005
C -2.113 -0.808 0.187 -0.68 -0.14 0.02 0.006
C -2.249 3.707 0.587 0.70 0.12 -0.54 0.000
C 2.786 3.252 1.557 -0.25 -0.34 -0.14 0.010
C 2.078 -3.220 -1.400 0.49 -0.27 0.15 0.001
C -4.284 -1.317 -0.907 -0.41 -0.13 0.04 0.000
C -3.796 -0.833 2.007 -0.45 0.07 0.16 0.001
C -1.364 2.670 0.284 -0.20 0.19 0.03 0.000
C 2.535 -1.540 0.378 -0.16 -0.39 -0.04 -0.169
C -1.979 4.982 0.087 0.08 -0.22 0.04 0.000
C -2.644 0.104 -2.002 0.19 0.26 -0.24 0.001
C -1.493 -1.517 2.409 0.32 -0.22 0.10 0.001
C 0.740 -2.037 -3.036 0.00 0.19 -0.42 0.008
C -0.836 5.145 -0.678 -0.03 -0.09 0.06 0.000
C -0.320 -3.335 -1.340 -0.43 -0.05 0.24 0.003
C 1.229 1.443 1.696 -0.06 -0.04 0.13 0.011
C -3.395 3.386 1.353 -0.16 -0.05 0.13 0.000
C 4.400 -2.781 -0.516 -0.06 0.02 -0.01 -0.010
C 1.835 2.541 2.278 0.04 -0.01 -0.09 -0.002
C 2.482 1.695 -0.190 -0.10 -0.28 -0.01 0.012
C 3.127 2.816 0.280 -0.06 -0.08 -0.03 -0.002
C 4.699 -1.401 1.426 -0.15 -0.03 0.02 -0.010
H -0.573 6.107 -1.083 0.01 0.14 -0.05 0.000
H -3.668 -0.209 2.894 0.02 -0.01 -0.06 0.000
H -2.699 -0.533 -2.889 0.04 -0.01 0.05 0.000
H 1.839 -4.136 -0.849 -0.08 0.05 -0.21 0.001
H -0.548 -1.754 1.914 -0.22 -0.01 0.19 0.000
H 1.654 -1.520 -3.332 -0.05 -0.02 0.03 0.001
H 0.608 -2.903 -3.696 0.03 0.08 0.10 0.000
H -2.647 5.804 0.296 -0.01 0.05 0.00 0.000
H 4.794 -3.487 -1.232 0.07 -0.06 -0.09 -0.002
H 5.328 -1.020 2.215 0.07 0.04 0.08 -0.002
H -4.290 -1.758 2.311 0.01 0.03 -0.05 0.000
H -1.542 1.675 0.672 -0.12 -0.04 0.07 0.000
H -1.851 -2.402 2.937 0.03 0.01 0.00 0.000
H -0.273 -4.244 -1.948 0.08 0.08 0.01 0.000
H -1.336 -0.727 3.146 0.03 0.02 0.01 0.000
H -5.117 -0.617 -0.823 0.00 -0.01 0.09 0.000
H -1.640 0.522 -1.912 -0.21 -0.01 -0.01 0.001
H 3.262 4.121 1.982 0.09 0.10 0.04 0.001
H 2.943 -0.466 2.191 0.08 0.15 -0.03 -0.002
H 0.858 4.136 -1.539 0.06 0.10 -0.11 0.000
H 2.525 -3.523 -2.350 -0.08 0.02 0.01 0.000
H -0.313 -3.620 -0.287 0.00 0.03 -0.04 0.000
H -1.255 -2.822 -1.564 0.02 0.04 -0.01 0.000
H 6.285 -2.443 0.430 0.12 -0.06 0.03 0.001
H -4.354 -1.785 -1.889 0.05 -0.04 0.00 0.000
H 1.576 2.822 3.286 -0.07 0.04 0.05 0.000
H -3.354 0.923 -2.133 0.02 0.00 -0.05 0.000
H -0.110 -1.364 -3.179 0.03 -0.05 0.03 0.001
H 0.489 0.855 2.222 -0.06 0.03 0.05 0.001
H -4.428 -0.296 1.310 0.02 0.06 0.04 0.000
H -4.371 -2.094 -0.156 -0.04 -0.02 0.05 0.000
H 3.874 3.321 -0.314 0.05 -0.02 -0.04 0.000



(2)
69
Properties=species:S:1:pos:R:3:forces:R:3:lowdin_spin:R:1 method="wB97M-V/def2-TZVPD" e_lumo_ev="-4.979 / -6.982" homo_lumo_gap_ev="8.09 / 6.24" fmax_ha_per_bohr=0.008 homo_energy_ha="-0.4803 / -0.4860" spin_multiplicity=4 e_tot_ev=-152555.14914 total_charge=+2
Re 0.128 -0.403 0.122 -0.05 -0.31 -0.15 2.212
Br 2.157 -2.743 -6.590 -0.02 0.02 0.02 0.000
S -2.654 1.463 0.286 -0.01 -0.07 0.09 0.072
S -0.260 0.087 2.527 -0.05 0.04 -0.07 0.023
S 3.409 -0.911 -0.493 0.12 0.02 -0.23 0.006
S 0.622 2.110 0.082 0.01 0.09 -0.02 0.022
O -0.829 0.979 -2.221 0.02 0.06 -0.07 0.038
O 2.317 -0.065 0.180 -0.11 0.06 0.39 0.056
O 0.579 -0.678 -1.824 0.04 -0.01 0.05 0.050
N 1.377 -4.698 0.441 -0.08 -0.02 -0.07 0.030
N -0.183 0.621 -6.331 -0.06 0.09 -0.05 0.000
N 0.652 -2.361 0.412 0.28 0.07 0.02 0.007
C -2.670 1.611 2.095 0.02 0.00 -0.02 0.005
C -4.084 -3.871 0.392 -0.02 0.03 -0.03 0.037
C 3.767 -0.053 -2.017 -0.01 -0.02 0.01 0.004
C -0.083 0.110 -2.649 -0.10 0.04 -0.09 0.012
C 0.930 -1.194 -4.541 0.01 0.00 -0.04 0.001
C 1.019 -3.461 0.415 -0.10 0.04 0.12 0.041
C -6.179 -2.643 -0.972 -0.01 0.00 0.00 -0.003
C 0.165 -0.122 -4.091 -0.02 0.00 0.04 0.000
C 2.745 -5.093 0.791 0.06 0.00 0.01 0.003
C 1.381 2.216 1.729 0.02 0.00 -0.01 0.003
C 4.868 -0.483 0.441 -0.01 -0.04 -0.03 0.000
C -1.638 -1.260 0.021 -0.01 0.10 0.11 0.006
C 0.371 -5.752 0.230 -0.02 -0.04 0.00 0.003
C 0.552 -0.395 -6.762 0.06 -0.09 0.00 0.001
C -0.375 0.755 -5.027 0.02 -0.01 0.05 0.001
C -5.301 -4.515 0.271 0.00 -0.02 0.00 -0.003
C -2.670 -1.920 -0.048 0.11 0.07 -0.05 0.224
C -2.039 0.416 2.804 0.00 0.01 -0.06 0.010
C -3.909 -2.599 -0.169 -0.09 -0.05 0.03 0.028
C 0.506 1.710 2.866 -0.02 0.02 -0.02 0.005
C -0.660 3.403 0.260 0.06 0.00 0.03 0.009
C -2.037 3.054 -0.263 -0.03 -0.01 -0.02 0.004
C 1.126 -1.326 -5.901 -0.01 0.00 0.03 0.000
C -4.969 -1.985 -0.850 0.01 -0.02 0.02 0.037
C -6.346 -3.903 -0.412 0.00 0.01 0.00 0.041
H 2.894 -0.169 -2.656 0.01 -0.01 0.00 0.000
H -5.440 -5.494 0.709 0.00 0.00 0.00 -0.001
H 5.009 0.596 0.437 -0.03 0.01 -0.02 0.000
H 2.298 1.638 1.653 -0.02 0.02 0.00 0.000
H -2.152 0.511 3.885 0.02 0.01 0.01 0.000
H -6.995 -2.173 -1.504 0.00 0.00 0.00 -0.001
H 1.101 1.603 3.772 0.01 -0.01 0.00 0.000
H -3.705 1.660 2.437 0.00 -0.01 -0.01 0.002
H -2.512 -0.517 2.496 0.01 -0.01 0.01 0.000
H 4.635 -0.519 -2.483 0.01 -0.02 0.03 0.001
H 0.235 -6.313 1.154 0.00 0.00 -0.01 0.001
H 3.954 0.998 -1.802 0.00 0.00 0.02 0.000
H -7.296 -4.412 -0.507 0.00 0.00 0.00 0.002
H -0.266 4.268 -0.273 0.02 0.00 0.00 0.000
H 1.656 3.257 1.904 -0.01 0.01 0.00 -0.001
H 4.733 -0.854 1.455 -0.01 -0.01 0.00 0.000
H -0.304 2.401 3.091 0.01 -0.02 0.00 0.000
H 0.692 -0.481 -7.834 0.00 0.00 0.01 0.000
H 3.106 -5.802 0.048 0.00 0.01 0.00 0.001
H -3.266 -4.338 0.926 0.00 0.00 0.00 0.002
H -0.695 3.660 1.318 0.00 -0.01 -0.01 0.000
H 0.718 -6.416 -0.559 -0.01 0.00 0.00 0.001
H -2.722 3.862 -0.001 -0.01 -0.01 0.00 0.002
H 5.720 -0.983 -0.020 0.00 0.00 -0.01 0.000
H -0.980 1.592 -4.699 0.00 0.00 0.00 0.000
H -2.029 2.961 -1.349 0.00 0.00 0.01 0.000
H 3.389 -4.218 0.794 0.00 -0.01 0.01 0.000
H 1.346 -1.910 -3.846 0.00 0.00 0.00 0.000
H -4.828 -1.001 -1.279 0.01 0.00 0.00 0.001
H -0.571 -5.299 -0.068 0.00 -0.01 0.00 0.000
H -2.210 2.551 2.397 -0.01 -0.01 -0.01 0.000
H 2.754 -5.559 1.776 0.00 0.00 -0.01 0.001



(3)
71
Properties=species:S:1:pos:R:3:forces:R:3:lowdin_charge:R:1 method="wB97M-V/def2-TZVPD" e_lumo_ev=-0.113 homo_lumo_gap_ev=7.60 fmax_ha_per_bohr=0.006 homo_energy_ha=-0.2833 e_tot_ev=-60896.55188
I 2.538 -1.774 0.293 0.03 -0.01 0.01 0.991
Cd -0.550 -0.011 -0.111 0.11 0.15 0.24 1.439
O 0.546 5.248 -0.668 0.07 -0.05 -0.03 -0.060
O -1.244 -2.201 -0.068 -0.04 -0.04 -0.05 -0.240
O -2.840 0.074 0.568 -0.02 0.09 -0.12 -0.063
O -2.395 -1.203 -2.577 -0.08 0.01 0.02 0.044
O -2.653 2.012 -5.711 -0.04 0.02 0.00 0.111
O -0.295 0.681 1.968 -0.02 -0.13 -0.14 -0.177
O -0.645 2.785 -1.511 -0.19 0.00 0.02 -0.008
N -1.092 3.869 3.329 0.00 0.00 0.00 0.110
N -2.991 2.335 0.506 0.14 0.18 -0.07 0.219
N 1.489 1.160 -0.184 -0.06 0.07 0.03 -0.031
N -1.359 0.749 -2.068 -0.03 -0.03 0.10 0.087
N -2.585 0.471 -4.072 -0.07 -0.02 0.04 0.218
C 1.506 2.321 0.372 0.09 -0.07 -0.10 -0.084
C -1.015 2.574 3.165 -0.01 -0.02 0.00 -0.284
C 1.148 5.199 0.620 -0.03 0.04 0.03 -0.216
C -2.263 1.692 -4.612 0.10 -0.04 -0.02 -0.430
C -1.812 1.682 4.066 0.02 -0.01 0.01 -0.025
C -0.827 -3.269 -0.936 -0.04 -0.03 0.03 -0.134
C -4.806 1.061 1.466 0.03 0.01 0.04 0.008
C 2.480 0.878 -1.145 0.02 -0.02 -0.03 -0.357
C 2.853 1.808 -2.116 -0.02 0.00 0.03 -0.038
C -3.449 1.118 0.817 -0.13 -0.17 0.08 -0.570
C -0.229 1.955 2.124 0.03 0.10 0.03 -0.358
C 3.076 -0.383 -1.165 -0.01 0.04 -0.04 -0.645
C 0.012 2.648 -4.488 0.01 -0.03 0.00 -0.148
C -1.128 2.041 -2.371 0.23 -0.01 -0.02 -0.449
C 3.812 1.491 -3.063 0.01 -0.01 0.01 -0.081
C 0.575 2.822 1.347 -0.13 -0.02 0.03 -0.110
C -1.977 3.986 -3.707 0.01 -0.01 -0.01 -0.167
C -1.362 2.580 -3.774 -0.11 0.10 0.00 -0.303
C 4.401 0.236 -3.067 -0.01 0.02 0.00 -0.083
C 4.030 -0.704 -2.117 0.00 -0.04 0.01 -0.150
C -0.382 4.683 2.515 0.00 0.01 -0.03 -0.110
C 0.657 1.292 -4.752 0.00 0.00 -0.01 -0.069
C -2.116 -0.053 -2.869 0.12 -0.07 -0.14 -0.531
C -3.351 4.010 -3.049 0.01 0.01 -0.02 -0.063
C 0.463 4.225 1.541 0.02 0.02 0.02 -0.162
H -1.110 -3.053 -1.964 0.03 -0.01 0.03 0.068
H -3.457 3.154 0.858 0.00 -0.02 -0.02 0.122
H 4.486 -1.685 -2.113 0.00 0.00 0.01 0.093
H 2.360 2.772 -2.133 0.00 0.01 0.01 0.113
H 0.126 4.398 -0.873 0.02 0.02 -0.04 0.031
H -3.305 3.649 -2.020 0.00 -0.01 0.03 0.058
H -2.508 2.280 4.650 -0.01 0.00 0.00 0.077
H -4.820 0.245 2.184 0.00 0.00 0.00 0.089
H 0.823 0.730 -3.830 0.01 0.00 0.00 0.067
H -0.517 5.746 2.668 0.00 0.02 0.00 0.108
H 5.145 -0.019 -3.810 0.01 0.00 -0.01 0.106
H -5.547 0.849 0.695 0.00 0.00 -0.01 0.092
H 0.252 -3.353 -0.850 -0.01 0.00 -0.01 0.009
H 1.078 6.204 1.038 -0.01 -0.01 0.04 0.117
H -2.339 0.920 3.490 -0.03 0.00 -0.01 0.064
H 2.311 3.003 0.091 0.00 -0.01 0.00 0.129
H -2.176 -2.012 -0.257 0.02 0.02 0.00 0.057
H 1.626 1.419 -5.234 0.00 0.00 0.00 0.076
H 0.663 3.278 -3.877 -0.02 -0.01 0.00 0.116
H -2.048 4.356 -4.730 0.00 0.00 0.00 0.123
H -1.152 1.140 4.748 0.01 -0.02 -0.01 0.087
H -0.154 3.167 -5.434 -0.01 0.00 0.01 0.126
H -5.071 1.994 1.960 -0.01 0.01 0.01 0.082
H -3.747 5.025 -3.027 0.00 0.01 0.01 0.079
H 0.039 0.684 -5.416 0.00 0.00 -0.01 0.082
H -1.286 -4.201 -0.604 0.00 0.00 -0.02 0.087
H -1.284 4.629 -3.163 0.01 -0.01 0.00 0.119
H -4.064 3.391 -3.597 -0.01 0.00 -0.01 0.081
H 2.217 4.969 0.529 -0.01 0.03 -0.01 0.110
H 4.088 2.224 -3.810 0.00 0.01 -0.01 0.110
H -3.146 -0.152 -4.635 0.01 0.01 0.01 0.166
H -2.097 2.476 0.042 -0.01 -0.06 0.03 0.074



(4)
73
Properties=species:S:1:pos:R:3:forces:R:3:lowdin_charge:R:1 method="wB97M-V/def2-TZVPD" e_lumo_ev="-11.263 / -9.873" homo_lumo_gap_ev="4.24 / 6.00" fmax_ha_per_bohr=0.023 homo_energy_ha="-0.5698 / -0.5834" e_tot_ev=-100256.95930 total_charge=+3
Pb 0.877 0.628 0.226 -0.37 0.18 -0.21 1.434
I -2.143 3.139 4.564 0.09 -0.30 0.11 1.064
Cl -0.936 -1.731 7.210 -0.01 0.05 -0.03 0.877
S -1.893 -0.759 -2.028 -0.23 0.45 0.20 0.865
S -4.630 1.479 -2.966 0.11 0.22 -0.01 0.935
S -2.729 1.329 0.332 -0.66 0.01 -0.97 1.087
O -1.012 1.314 2.272 0.16 -0.33 0.34 -0.293
N -0.263 -1.314 2.142 -0.21 0.02 0.02 0.051
N 1.498 2.747 1.651 0.29 0.05 0.23 -0.084
N 2.737 2.097 -0.803 0.04 0.14 0.12 -0.069
N 1.768 -0.285 -4.394 -0.07 0.09 -0.33 0.199
N 3.035 -1.954 -5.326 0.00 -0.04 -0.01 0.226
N 1.470 -0.268 -2.044 0.24 -0.22 0.00 -0.007
N 2.438 -1.219 0.435 0.18 -0.03 -0.39 -0.042
N 0.508 1.336 -3.422 0.03 0.05 0.01 0.182
N 2.750 -1.969 -3.051 0.15 -0.30 0.11 0.195
C 3.419 -2.986 1.712 0.04 -0.06 0.01 -0.016
C -3.267 -0.407 0.350 0.04 0.02 0.28 -0.445
C -0.011 -3.438 3.215 -0.02 -0.04 0.06 0.000
C -1.019 0.637 3.321 0.01 0.12 0.20 -0.428
C 2.667 3.509 -0.367 0.03 -0.07 0.27 -0.228
C 2.503 -1.395 -4.256 -0.19 0.19 0.30 -0.398
C -0.975 -0.872 5.753 -0.04 0.10 -0.13 -0.564
C 3.568 -3.755 0.567 -0.03 0.11 0.01 0.011
C -2.612 -0.369 -3.661 0.17 0.27 0.18 -0.489
C 1.270 0.230 -3.292 0.19 -0.32 0.12 -0.478
C 2.853 -1.731 1.599 0.05 0.15 0.07 -0.139
C -1.450 1.183 4.587 -0.09 0.44 -0.23 -0.604
C -3.405 -0.989 -1.036 0.01 -0.26 -0.25 -0.508
C -4.107 2.686 -1.714 -0.08 -0.27 -0.30 -0.493
C -4.214 2.206 -0.256 0.22 -0.12 0.19 -0.422
C -1.410 0.449 5.751 -0.07 -0.01 0.22 -0.137
C -0.600 -0.775 3.329 0.07 -0.23 0.07 -0.151
C 3.177 -3.218 -0.649 -0.13 0.11 0.01 0.032
C -0.017 -2.614 2.089 -0.11 0.05 0.06 -0.123
C 2.632 3.551 1.156 -0.04 0.03 -0.30 -0.227
C 2.618 -1.947 -0.685 0.08 -0.37 0.19 -0.197
C -0.255 -2.880 4.447 -0.08 0.00 -0.07 0.024
C -3.080 1.071 -3.840 -0.26 -0.29 -0.01 -0.503
C -0.595 -1.518 4.526 0.07 -0.04 -0.18 -0.147
C 2.242 -1.371 -2.009 0.01 0.27 -0.53 -0.292
H -0.227 -3.484 5.344 -0.03 -0.01 0.00 0.112
H 3.991 -4.749 0.617 0.02 -0.01 0.01 0.134
H 3.631 1.708 -0.507 0.02 -0.02 -0.12 0.102
H 0.216 1.856 -2.617 -0.09 0.03 -0.03 0.080
H 3.282 -3.758 -1.577 0.06 -0.03 0.00 0.125
H 3.576 -2.797 -5.230 0.05 0.02 -0.03 0.134
H -4.208 -0.500 -1.578 -0.09 -0.06 0.06 0.020
H 0.172 -3.027 1.103 0.10 -0.02 0.01 0.125
H -3.627 -2.054 -0.965 -0.03 0.00 0.09 0.100
H -2.317 1.784 -3.538 0.06 0.02 -0.08 0.053
H -3.304 1.214 -4.898 0.10 0.10 0.00 0.086
H -5.090 1.580 -0.093 0.01 -0.01 0.00 0.097
H 2.724 -1.102 2.472 -0.04 -0.03 0.03 0.124
H 2.580 4.589 1.489 0.05 -0.03 0.04 0.132
H 3.724 -3.355 2.680 0.04 0.04 0.01 0.129
H -1.810 -0.575 -4.371 -0.03 -0.09 -0.01 0.077
H -2.510 -0.922 0.942 0.03 0.01 0.03 0.062
H -3.099 3.030 -1.944 -0.05 0.13 -0.01 0.072
H 0.172 -4.499 3.112 0.07 0.00 0.00 0.129
H 0.465 1.759 -4.336 -0.01 0.06 0.03 0.132
H -4.229 -0.461 0.863 0.06 0.06 0.16 0.113
H 0.631 3.273 1.573 -0.02 -0.02 0.09 0.081
H -4.283 3.086 0.389 0.03 -0.04 0.09 0.098
H 2.920 -1.528 -6.231 -0.05 -0.02 -0.01 0.136
H 3.518 4.090 -0.725 -0.04 0.01 -0.03 0.132
H -1.737 0.888 6.685 0.04 0.02 0.01 0.116
H 1.618 2.564 2.643 -0.10 0.05 0.01 0.093
H -4.794 3.523 -1.834 0.10 0.10 0.16 0.087
H -3.427 -1.069 -3.847 0.07 -0.09 -0.02 0.095
H 1.758 3.952 -0.781 0.01 0.01 -0.01 0.120
H 3.557 3.117 1.540 -0.02 0.04 0.08 0.127
H 2.724 2.043 -1.816 0.07 -0.04 0.00 0.077